DFT (ωB97M-V with the def2-TZVPD basis set) results for a molecular structure, C49H38N4O2RuSe2 at a distorted geometry.

Each line ends with the Mulliken charge.
Positions of all 96 atoms, in Å:
Ru1 0.1878 0.3845 0.5224  0.61
C1 6.1121 -0.1616 -4.3416  -0.36
C2 4.9210 -0.7798 -4.6847  -0.82
C3 3.8296 -0.7075 -3.8418  -0.42
C4 3.9207 -0.0259 -2.6317  -0.26
C5 5.1296 0.5770 -2.2871  -0.08
C6 6.2158 0.5168 -3.1382  -0.81
C7 2.7773 0.0664 -1.7078  1.63
C8 1.5901 0.6751 -2.1712  0.10
C9 1.3312 1.0862 -3.5057  -1.35
C10 0.0189 1.4859 -3.5535  -1.30
C11 -0.4951 1.3706 -2.2382  -0.30
C12 -1.7617 1.8283 -1.8226  2.33
C13 -2.7609 2.1085 -2.8780  -1.23
C14 -3.4687 1.0198 -3.3774  0.02
C15 -4.4558 1.2043 -4.3250  -0.97
C16 -4.7208 2.4741 -4.8103  -0.36
C17 -3.9992 3.5579 -4.3401  -0.76
C18 -3.0274 3.3786 -3.3709  0.12
C19 -2.1318 2.0247 -0.4989  -0.75
N1 -1.4398 1.5766 0.5908  0.46
C20 -2.0905 2.0256 1.7006  0.47
C21 -1.7933 1.6575 3.0105  1.40
C22 -2.5534 2.2993 4.0981  -0.53
C23 -1.8869 3.0984 5.0244  -0.10
C24 -2.5927 3.7787 5.9986  -0.80
C25 -3.9718 3.6563 6.0727  -0.40
C26 -4.6384 2.8378 5.1759  -0.75
C27 -3.9358 2.1613 4.1971  -0.30
C28 -0.8398 0.6740 3.3615  -0.09
C29 -0.7124 0.0984 4.6497  -1.34
C30 0.2542 -0.8750 4.5637  -1.26
C31 0.7248 -0.8703 3.2269  -0.34
N2 0.0322 0.0663 2.5001  0.07
C32 1.8504 -1.5894 2.7608  1.85
C33 2.4811 -1.3567 1.5400  -0.02
C34 3.7422 -1.9044 1.1294  -1.44
C35 4.0315 -1.3660 -0.0821  -1.23
C36 2.9283 -0.5233 -0.4516  0.19
N3 2.0050 -0.5343 0.5535  0.14
C37 2.3980 -2.6360 3.6460  -0.43
C38 1.6027 -3.7428 3.9381  -0.20
C39 2.0899 -4.7863 4.7004  -0.82
C40 3.3834 -4.7444 5.1949  -0.39
C41 4.1715 -3.6335 4.9463  -0.73
C42 3.6837 -2.5877 4.1825  -0.25
C43 -3.1844 2.8671 1.2946  -1.32
C44 -3.2456 2.8143 -0.0584  -1.07
N4 0.4780 0.8864 -1.4062  0.29
H1 6.9619 -0.2203 -5.0088  0.38
H2 4.8487 -1.3279 -5.6132  0.37
H3 2.9028 -1.1959 -4.1032  0.59
H4 5.1926 1.0984 -1.3430  0.48
H5 7.1484 0.9968 -2.8695  0.38
H6 2.0427 1.0797 -4.3099  0.57
H7 -0.5375 1.8432 -4.4000  0.55
H8 -3.2409 0.0347 -2.9951  0.57
H9 -5.0216 0.3563 -4.6811  0.41
H10 -5.4909 2.6200 -5.5558  0.37
H11 -4.2004 4.5484 -4.7277  0.40
H12 -2.4728 4.2286 -2.9981  0.48
H13 -0.8133 3.2075 4.9497  0.45
H14 -2.0684 4.4187 6.6964  0.37
H15 -4.5244 4.2009 6.8268  0.37
H16 -5.7130 2.7310 5.2335  0.39
H17 -4.4530 1.5257 3.4930  0.61
H18 -1.2942 0.3750 5.5089  0.56
H19 0.6185 -1.5092 5.3520  0.51
H20 4.3256 -2.6110 1.6897  0.53
H21 4.8923 -1.5486 -0.6965  0.48
H22 0.5988 -3.7825 3.5383  0.65
H23 1.4633 -5.6468 4.8906  0.39
H24 3.7676 -5.5689 5.7789  0.38
H25 5.1794 -3.5896 5.3377  0.37
H26 4.3073 -1.7214 4.0112  0.55
H27 -3.8272 3.4079 1.9622  0.58
H28 -3.9479 3.2929 -0.7138  0.53
O1 -5.1281 -4.1264 -1.2072  -0.63
C45 -3.7626 -3.8356 -1.0659  -1.16
C46 -3.3360 -3.5256 0.3837  2.06
C47 -3.6409 -4.7909 1.2149  -1.28
O2 -3.4625 -4.6528 2.6010  -0.55
C48 -4.1175 -2.3589 0.9844  -1.48
Se1 -4.1235 -0.7391 -0.1300  -0.25
C49 -1.8394 -3.2186 0.4135  -1.13
Se2 -1.3226 -1.6272 -0.6603  -0.01
H29 -5.6103 -3.2974 -1.1003  0.39
H30 -3.4711 -2.9912 -1.7052  0.28
H31 -3.2301 -4.7269 -1.4086  0.52
H32 -3.0350 -5.6284 0.8333  0.39
H33 -4.6956 -5.0440 1.0788  0.47
H34 -2.5583 -4.3651 2.7658  0.34
H35 -3.6798 -2.0720 1.9411  0.44
H36 -5.1588 -2.6387 1.1498  0.59
H37 -1.2642 -4.0542 0.0023  0.47
H38 -1.4962 -3.0272 1.4337  0.17

Atoms 1-3, force components in eV/Å:
Ru -0.54 -1.03 -0.46
C 0.14 -0.05 -0.10
C 0.12 -0.03 -0.16

LUMO energy (spin up / spin down) in Eh: 0.057 / 0.057
Multiplicity: 2
Charge: -1
E_tot in eV: -194763.036
Energy relative to the best compared isomer or geometry (same formula, charge and spin) in kJ/mol: 50.98

DFT (ωB97M-V with the def2-TZVPD basis set) results for a molecular structure, C31H36IN5O6PtSSi.

Each line ends with the Mulliken charge.
Positions of all 82 atoms, in Å:
Pt1 -0.2962 -2.0430 -0.5226  1.18
O1 -2.2794 -1.8651 -0.7023  -0.79
C1 -3.0002 -1.6684 -1.7770  1.04
C2 -4.3908 -1.5029 -1.5868  -0.37
C3 -5.2407 -1.2614 -2.6349  -0.43
C4 -4.7487 -1.1690 -3.9420  -0.95
C5 -3.4079 -1.3582 -4.1546  -0.77
C6 -2.5157 -1.6338 -3.1038  0.04
C7 -1.1166 -1.8699 -3.4089  0.66
N1 -0.1180 -2.0911 -2.5642  -0.50
C8 1.0533 -2.1776 -3.2944  -0.37
C9 0.7555 -2.0294 -4.6030  -0.86
N2 -0.6061 -1.8401 -4.6610  0.03
H1 -4.7531 -1.5631 -0.5692  0.48
H2 -6.2977 -1.1281 -2.4452  0.48
H3 -5.4101 -0.9542 -4.7697  0.43
H4 -3.0405 -1.2786 -5.1708  0.23
H5 2.0028 -2.3462 -2.8202  0.58
H6 1.3751 -2.0348 -5.4805  0.43
H7 -1.1414 -1.6822 -5.4942  0.15
I1 -7.7742 2.8372 -0.8453  0.08
C10 -5.8187 2.4687 -1.4791  -0.17
C11 -4.8895 1.9823 -0.5718  -0.54
C12 -3.5976 1.7201 -0.9997  -0.27
C13 -3.2422 1.9474 -2.3261  0.43
C14 -4.1817 2.4372 -3.2224  -0.44
C15 -5.4769 2.7013 -2.8036  -0.57
C16 -1.8503 1.7176 -2.8107  -0.14
O2 -1.4738 1.9577 -3.9334  -0.68
O3 -1.0762 1.1938 -1.8570  0.42
H8 -5.1713 1.7978 0.4556  0.45
H9 -2.8661 1.3205 -0.3100  0.40
H10 -3.8847 2.6080 -4.2485  0.47
H11 -6.2108 3.0802 -3.5012  0.41
O4 1.8809 -3.6620 -0.0747  -0.63
N3 1.6501 -2.4916 -0.3421  0.33
O5 2.5713 -1.6954 -0.5417  -0.44
C17 2.1300 -1.4231 6.2736  -0.86
C18 1.3118 -0.1659 5.9999  -0.90
C19 1.3069 0.2237 4.5303  -0.11
N4 0.6414 -0.8216 3.7488  0.08
C20 0.6104 -0.9370 2.4214  0.27
S1 -0.7103 -1.7355 1.7163  -0.59
N5 1.5908 -0.3893 1.6719  1.19
C21 2.9734 -0.2009 1.9521  0.43
O6 3.5492 0.7132 1.4264  -0.56
C22 3.6354 -1.1959 2.8363  0.41
C23 4.7728 -0.7912 3.5309  -0.47
C24 5.4455 -1.6931 4.3363  -0.68
C25 4.9956 -3.0052 4.4300  -0.37
C26 3.8788 -3.4154 3.7164  -0.90
C27 3.1913 -2.5115 2.9210  0.02
H12 2.1259 -1.6659 7.3358  0.43
H13 3.1664 -1.2873 5.9583  0.11
H14 1.7377 -2.2850 5.7320  0.28
H15 1.7180 0.6770 6.5620  0.40
H16 0.2805 -0.2936 6.3448  0.36
H17 2.3340 0.3421 4.1945  0.22
H18 0.7868 1.1730 4.3754  0.25
H19 -0.1048 -1.3122 4.2207  0.35
H20 1.3595 -0.2618 0.6919  -1.07
H21 5.1170 0.2294 3.4229  0.44
H22 6.3253 -1.3796 4.8824  0.40
H23 5.5271 -3.7135 5.0523  0.40
H24 3.5469 -4.4437 3.7666  0.44
H25 2.3426 -2.8493 2.3405  0.20
C28 0.5306 4.2439 -2.5800  -1.12
Si1 1.0898 2.8262 -1.4974  0.14
C29 2.9469 2.6311 -1.5315  -0.98
C30 0.4763 3.0603 0.2584  -0.62
C31 0.3508 1.1884 -2.1059  0.16
H26 1.1283 5.1372 -2.3846  0.34
H27 -0.5167 4.4959 -2.3997  0.31
H28 0.6270 3.9879 -3.6362  0.34
H29 3.4384 3.5404 -1.1783  0.32
H30 3.3062 2.4331 -2.5442  0.35
H31 3.2702 1.8090 -0.8902  0.24
H32 0.8877 3.9666 0.7077  0.39
H33 0.7693 2.2146 0.8847  -0.06
H34 -0.6136 3.1359 0.2810  0.30
H35 0.7539 0.3596 -1.5044  -0.69
H36 0.5567 0.9653 -3.1541  0.58

Atoms 1-3, force components in eV/Å:
Pt 0.07 0.10 -0.73
O -0.27 0.21 0.14
C 0.15 -0.15 -0.02

LUMO energy in Eh: -0.010
E_tot in eV: -82529.055
Energy relative to the best compared isomer or geometry (same formula, charge and spin) in kJ/mol: 0.00

DFT (ωB97M-V with the def2-TZVPD basis set) results for 6 unconnected molecules or ions with the total composition C34H54ClNO14P2S2.

Each line ends with the Mulliken charge.
Positions of all 108 atoms, in Å:
O1 -0.1415 0.7148 1.4172  -0.51
C1 -0.9245 -0.1357 0.5740  0.36
C2 -0.8309 0.3671 -0.8787  -0.73
C3 0.2989 1.3418 -1.0906  0.17
C4 1.5964 0.8677 -1.2389  -0.08
C5 2.6665 1.7407 -1.3960  1.05
P1 4.3372 1.1033 -1.5633  0.78
O2 5.2676 2.2509 -0.9240  -0.57
O3 4.6803 1.1399 -3.1324  -0.53
S1 4.6413 -0.5987 -0.7463  -0.46
C6 2.4409 3.1136 -1.4414  -0.22
C7 1.1595 3.6107 -1.3094  -1.46
C8 0.0998 2.7234 -1.1164  0.81
S2 -1.5187 3.4109 -0.8987  -0.50
C9 -1.0543 4.8102 0.0627  0.58
C10 -1.8472 5.2436 1.1193  -0.86
C11 -1.4507 6.3436 1.8573  -0.68
C12 -0.2583 6.9992 1.5591  0.57
P2 0.2097 8.4099 2.6001  0.06
O4 1.2632 9.1245 1.5592  -0.47
Cl1 1.5882 7.4484 3.8539  -0.29
C13 0.5325 6.5549 0.4992  -0.25
C14 0.1336 5.4701 -0.2544  -0.19
N1 0.9367 5.0281 -1.3563  0.10
H1 -0.0917 0.2790 2.2761  0.21
H2 -1.9649 -0.1090 0.9037  0.39
H3 -0.5382 -1.1506 0.6175  -0.41
H4 -0.6663 -0.4778 -1.5500  -0.52
H5 -1.7702 0.8214 -1.1956  0.73
H6 1.7774 -0.2001 -1.1976  0.14
H7 5.1730 3.1102 -1.3553  0.38
H8 4.5520 2.0149 -3.5236  0.41
H9 3.2431 3.8232 -1.5928  -0.02
H10 -2.7606 4.7134 1.3631  0.43
H11 -2.0699 6.6763 2.6832  0.33
H12 2.0454 9.4266 2.0370  0.30
H13 1.4512 7.0668 0.2525  0.60
H14 0.4573 5.2473 -2.2281  0.22
C15 3.1600 -4.7824 0.7683  -1.08
C16 2.4304 -3.5352 1.2189  -0.31
O5 1.2098 -3.3403 0.4931  -0.15
C17 0.0501 -3.9424 0.8171  0.88
C18 0.0296 -5.0318 1.8542  -1.25
O6 -0.9303 -3.6086 0.2011  -0.61
H15 2.5831 -5.6849 0.9747  0.29
H16 4.1180 -4.8617 1.2823  0.40
H17 3.3437 -4.7384 -0.3052  0.29
H18 2.2479 -3.5299 2.2943  0.37
H19 3.0239 -2.6529 0.9884  0.23
H20 0.1144 -5.9967 1.3586  0.35
H21 -0.9309 -4.9910 2.3585  0.25
H22 0.8143 -4.9474 2.6009  0.35
C19 0.1423 -2.7518 -3.1421  -0.50
C20 -0.9232 -2.2356 -4.0825  -0.61
O7 -0.3844 -1.4254 -5.1372  -0.39
C21 0.1159 -1.9409 -6.2757  0.71
C22 0.3324 -3.4328 -6.3890  -0.89
O8 0.4253 -1.1872 -7.1577  -0.58
H23 0.8430 -3.4173 -3.6476  0.45
H24 -0.3132 -3.2920 -2.3113  0.09
H25 0.7178 -1.9203 -2.7342  0.13
H26 -1.5354 -3.0402 -4.4919  0.43
H27 -1.5982 -1.5646 -3.5530  0.32
H28 1.3634 -3.6480 -6.1100  0.24
H29 0.1908 -3.7127 -7.4294  0.32
H30 -0.3291 -4.0339 -5.7718  0.32
C23 -5.1977 -6.9851 3.2606  -0.95
C24 -4.4475 -8.2958 3.1513  -0.41
O9 -3.1441 -8.1261 2.5857  -0.36
C25 -2.0679 -7.7793 3.3180  0.78
C26 -2.2431 -7.3463 4.7552  -1.01
O10 -0.9950 -7.7646 2.7807  -0.56
H31 -4.7003 -6.2913 3.9386  0.27
H32 -6.2082 -7.1601 3.6307  0.36
H33 -5.2611 -6.5082 2.2830  0.29
H34 -4.3859 -8.8162 4.1079  0.35
H35 -4.9560 -8.9639 2.4585  0.32
H36 -2.3216 -6.2591 4.7738  0.25
H37 -1.3502 -7.6360 5.3023  0.34
H38 -3.1105 -7.7695 5.2539  0.34
C27 -0.3727 4.3366 -5.9662  -0.92
C28 0.4572 5.5925 -5.8045  -0.50
O11 1.3293 5.5186 -4.6685  -0.34
C29 2.5460 4.9412 -4.7139  0.98
C30 2.9615 4.1608 -5.9384  -1.27
O12 3.2351 5.0096 -3.7321  -0.57
H39 0.2480 3.4625 -6.1627  0.27
H40 -1.0707 4.4522 -6.7954  0.38
H41 -0.9420 4.1428 -5.0569  0.23
H42 1.0228 5.8343 -6.7047  0.41
H43 -0.1847 6.4461 -5.5940  0.35
H44 2.7106 3.1123 -5.7744  0.29
H45 4.0398 4.2491 -6.0430  0.35
H46 2.4966 4.4877 -6.8637  0.39
C31 -1.5082 2.5258 5.9865  -1.00
C32 -2.4395 1.4336 5.5046  -0.40
O13 -1.7453 0.4118 4.7813  -0.37
C33 -1.1251 -0.6271 5.3684  0.86
C34 -0.9460 -0.6412 6.8681  -1.07
O14 -0.6782 -1.4930 4.6647  -0.58
H47 -0.7760 2.1471 6.6997  0.28
H48 -2.0782 3.3187 6.4712  0.38
H49 -0.9649 2.9522 5.1434  0.31
H50 -3.0228 0.9976 6.3170  0.35
H51 -3.1477 1.8364 4.7829  0.34
H52 0.0331 -0.2213 7.0965  0.28
H53 -0.9622 -1.6762 7.1989  0.31
H54 -1.7020 -0.0870 7.4175  0.35

Atoms 1-3, force components in eV/Å:
O -0.15 -0.15 0.07
C 0.29 0.32 0.02
C 0.00 0.14 -0.22

LUMO energy in Eh: 0.016
E_tot in eV: -119063.803
SMILES: OCCc1cc(P(O)(O)=S)cc2c1Sc1ccc(P(O)Cl)cc1N2.CCOC(C)=O.CCOC(C)=O.CCOC(C)=O.CCOC(C)=O.CCOC(C)=O